1.
# C9H13AuF2N2O9P2

A molecular structure, C9H13AuF2N2O9P2 (wB97M-V/def2-TZVPD, OMol25).

M   590.119 g/mol
HOMO level   -8.83 eV
Calculated total energy   -58656.937 eV
Gap between HOMO and LUMO   7.901 eV

Element x y z (Å)
Au: -1.45 0.95 0.04
C: -3.23 -2.11 2.99
C: -1.85 -1.98 2.38
O: -1.00 -2.98 2.94
P: -1.07 -0.38 2.78
O: -1.11 -0.14 4.33
O: 0.45 -0.48 2.43
O: -1.78 0.78 2.12
P: -1.92 -1.95 0.53
O: -2.07 -3.51 0.21
O: -0.58 -1.35 0.12
O: -3.11 -1.20 0.07
H: -3.17 -2.07 4.08
H: -3.64 -3.08 2.70
H: -3.88 -1.32 2.62
H: -0.29 -3.19 2.33
H: -0.63 -0.81 4.84
H: 0.55 -0.75 1.48
H: -2.50 -3.65 -0.64
O: -1.13 1.28 -1.92
N: 0.07 1.30 -2.43
N: 1.05 1.15 -1.65
O: 1.00 1.00 -0.38
C: 2.36 1.17 -2.28
C: 2.51 1.51 -3.61
C: 3.78 1.51 -4.16
C: 4.88 1.17 -3.39
C: 4.71 0.83 -2.06
C: 3.45 0.83 -1.49
H: 1.65 1.78 -4.20
H: 3.91 1.78 -5.20
H: 5.87 1.17 -3.83
H: 5.57 0.56 -1.45
H: 3.28 0.57 -0.45
F: -3.50 2.57 -0.82
C: -2.52 2.65 0.09
F: -1.75 3.69 -0.20
H: -2.92 2.72 1.10

Need the Löwdin charges? In units of e they are: 1.2504, -0.0560, -0.5967, -0.0411, 0.4967, -0.0590, -0.1047, -0.3437, 0.2832, -0.1080, -0.3826, -0.3149, 0.0849, 0.0949, 0.0870, 0.0984, 0.1100, 0.0595, 0.0906, -0.2295, 0.0186, -0.2373, -0.1419, -0.1537, -0.0180, -0.0760, -0.0854, -0.0723, -0.0094, 0.1086, 0.1054, 0.1033, 0.1054, 0.1122, 0.0674, -0.4255, 0.0556, 0.1236

---

2.
# C5H12N3

A gas-phase ion, C5H12N3 (charge +1) (wB97M-V/def2-TZVPD, OMol25).

Charge   +1
M   114.172 g/mol
HOMO level   -14.77 eV
Energy above the lowest of the compared OMol25 structures with the same formula, charge and spin   405.2 kJ/mol
Calculated total energy   -9840.012 eV
Gap between HOMO and LUMO   10.780 eV

Element x y z (Å)
C: 2.71 0.47 -0.24
C: 1.21 0.38 -0.18
C: 0.67 -1.07 -0.49
C: -0.49 -1.43 0.43
N: -1.86 -0.76 0.41
N: -2.28 -0.12 -0.95
C: -2.08 0.55 0.18
N: -2.19 1.67 0.79
H: 3.03 1.45 -0.66
H: 3.22 0.14 0.72
H: 3.11 -0.17 -0.91
H: 0.93 0.54 0.88
H: 0.69 1.11 -0.87
H: 0.42 -1.26 -1.54
H: 1.44 -1.93 -0.27
H: -0.17 -1.10 1.42
H: -0.72 -2.50 0.42
H: -3.26 -0.28 -1.27
H: -2.69 2.50 0.42
H: -1.69 1.80 1.72

Need the Löwdin charges? In units of e they are: -0.1127, -0.2630, -0.1890, -0.1605, 0.1271, 0.2304, -0.4127, 0.2811, 0.0946, 0.1138, 0.0232, 0.0912, 0.1221, 0.1145, 0.1591, 0.1209, 0.1239, 0.1666, 0.1742, 0.1954

---

3.
# C3H6ClN

C3H6ClN in the gas phase (wB97M-V/def2-TZVPD, OMol25).

M   91.541 g/mol
HOMO level   -9.49 eV
Energy above the lowest of the compared OMol25 structures with the same formula, charge and spin   148.6 kJ/mol
Calculated total energy   -17218.552 eV
Gap between HOMO and LUMO   10.431 eV

Element x y z (Å)
Cl: -0.85 -2.16 -0.84
C: 0.24 -1.01 0.02
C: 0.35 0.28 -0.83
C: -0.52 1.10 0.25
N: -0.40 -0.44 1.13
H: 1.16 -1.70 -0.03
H: 0.11 0.35 -1.90
H: 1.29 0.79 -0.59
H: 0.10 1.92 0.68
H: -1.57 1.21 0.12
H: 0.09 -0.32 2.00

Need the Löwdin charges? In units of e they are: 0.5229, -0.8089, -0.2034, -0.0163, -0.0263, 0.1060, 0.0934, 0.0931, 0.0936, 0.0690, 0.0769

---

4.
# C35H67B3N8O3S

A molecular structure, C35H67B3N8O3S (wB97M-V/def2-TZVPD, OMol25).

M   712.477 g/mol
HOMO level   -8.61 eV
Energy above the lowest of the compared OMol25 structures with the same formula, charge and spin   0.0 kJ/mol
Calculated total energy   -68315.799 eV
Gap between HOMO and LUMO   8.614 eV

Element x y z (Å)
C: 3.44 -4.09 1.03
C: 2.43 -2.97 1.15
C: 2.89 -1.62 0.59
C: 1.83 -0.86 -0.19
N: 0.99 0.11 0.55
B: -0.13 -0.47 1.23
O: -0.07 -1.43 2.24
B: -0.74 -1.07 3.38
O: -1.84 -0.29 3.22
B: -2.26 -0.46 1.89
C: -3.62 -1.18 1.64
C: -4.12 -1.14 0.19
C: -4.57 -2.52 -0.23
S: -3.09 -3.54 -0.55
O: -1.41 -0.03 0.92
H: 3.61 -4.38 0.01
H: 3.00 -4.95 1.52
H: 4.37 -3.88 1.53
H: 2.24 -2.81 2.19
H: 1.51 -3.28 0.67
H: 3.69 -1.84 -0.09
H: 3.32 -1.04 1.39
H: 1.20 -1.57 -0.68
H: 2.36 -0.30 -0.94
H: 1.53 0.71 1.16
H: -0.35 -1.43 4.44
H: -3.48 -2.21 1.93
H: -4.38 -0.78 2.30
H: -3.36 -0.83 -0.50
H: -5.00 -0.53 0.12
H: -5.09 -3.00 0.58
H: -5.19 -2.51 -1.10
H: -3.57 -4.78 -0.45
C: -4.88 -4.39 4.12
C: -6.35 -4.07 3.88
C: -7.18 -5.30 3.49
C: -6.68 -5.89 2.25
N: -6.29 -6.35 1.29
H: -4.40 -4.77 3.22
H: -4.34 -3.49 4.43
H: -4.76 -5.14 4.91
H: -6.44 -3.31 3.10
H: -6.78 -3.64 4.79
H: -8.22 -5.03 3.35
H: -7.14 -6.06 4.28
C: -5.45 3.14 -0.83
C: -5.12 3.77 0.51
C: -4.85 2.74 1.61
C: -6.01 1.89 1.83
N: -6.93 1.23 1.98
H: -6.36 2.54 -0.78
H: -5.60 3.90 -1.59
H: -4.63 2.49 -1.17
H: -5.95 4.42 0.82
H: -4.24 4.41 0.41
H: -4.60 3.24 2.55
H: -4.00 2.11 1.34
C: 1.78 4.62 3.50
C: 2.25 3.55 4.48
C: 3.58 2.91 4.07
C: 3.48 2.27 2.77
N: 3.39 1.76 1.75
H: 1.60 4.21 2.51
H: 0.85 5.07 3.85
H: 2.52 5.42 3.41
H: 1.48 2.77 4.56
H: 2.36 3.98 5.47
H: 3.88 2.16 4.80
H: 4.37 3.67 4.02
C: 5.30 -2.35 -5.28
C: 5.85 -1.49 -4.15
C: 6.20 -2.31 -2.90
C: 5.01 -2.99 -2.39
N: 4.09 -3.58 -2.04
H: 4.37 -2.84 -5.00
H: 5.09 -1.74 -6.16
H: 6.01 -3.13 -5.57
H: 5.12 -0.73 -3.89
H: 6.75 -0.98 -4.49
H: 6.60 -1.67 -2.13
H: 6.95 -3.07 -3.14
C: -3.01 9.32 -0.96
C: -2.38 8.20 -0.14
C: -2.01 6.97 -0.99
C: -3.20 6.40 -1.62
N: -4.12 5.95 -2.12
H: -3.95 9.00 -1.41
H: -3.23 10.18 -0.33
H: -2.35 9.64 -1.76
H: -3.07 7.90 0.65
H: -1.48 8.57 0.34
H: -1.55 6.20 -0.37
H: -1.30 7.24 -1.77
C: -1.27 -4.29 -3.76
C: -1.84 -4.16 -5.17
C: -1.77 -5.47 -5.96
C: -0.38 -5.92 -6.13
N: 0.70 -6.26 -6.26
H: -0.21 -4.54 -3.77
H: -1.38 -3.35 -3.22
H: -1.80 -5.06 -3.19
H: -1.30 -3.38 -5.70
H: -2.88 -3.85 -5.11
H: -2.20 -5.34 -6.96
H: -2.32 -6.26 -5.46
C: 9.70 2.82 -0.38
C: 8.24 3.23 -0.51
C: 7.28 2.03 -0.51
C: 7.55 1.15 -1.63
N: 7.75 0.46 -2.51
H: 10.02 2.21 -1.23
H: 10.35 3.70 -0.35
H: 9.88 2.25 0.53
H: 8.11 3.81 -1.42
H: 7.98 3.88 0.33
H: 6.25 2.37 -0.58
H: 7.38 1.46 0.42

Atomic partial charges in e from the Löwdin method, atoms 1 to 99: -0.1163, -0.2583, -0.1956, -0.1889, 0.1305, -0.6493, 0.2644, -0.3659, 0.2614, -0.5899, -0.0631, -0.2720, -0.5316, 0.7495, 0.3307, 0.0186, 0.0632, 0.0680, 0.0925, 0.1042, 0.0690, 0.0927, 0.1167, 0.1018, 0.0621, 0.1181, 0.0968, 0.1096, 0.0963, 0.0990, 0.0538, 0.0652, -0.1503, -0.1067, -0.2568, -0.1873, -0.2461, 0.1503, 0.0686, 0.0696, 0.0768, 0.1043, 0.1084, 0.1175, 0.1199, -0.1131, -0.2591, -0.1782, -0.2525, 0.1544, 0.0709, 0.0428, 0.0778, 0.1136, 0.0871, 0.1191, 0.1128, -0.1086, -0.2555, -0.1797, -0.2054, 0.1815, 0.0700, 0.0719, 0.0768, 0.1097, 0.1089, 0.1203, 0.1216, -0.1095, -0.2808, -0.1909, -0.2076, 0.1763, 0.0691, 0.0698, 0.0763, 0.1079, 0.0844, 0.0770, 0.1232, -0.1091, -0.2622, -0.1856, -0.2294, 0.1751, 0.0717, 0.0721, 0.0772, 0.1092, 0.1065, 0.1157, 0.1213, -0.1235, -0.2602, -0.1937, -0.2491, 0.1452, 0.0740

---

5.
# C13H14N4O3S

C13H14N4O3S in the gas phase (wB97M-V/def2-TZVPD, OMol25).

M   306.347 g/mol
HOMO level   -8.25 eV
Energy above the lowest of the compared OMol25 structures with the same formula, charge and spin   0.0 kJ/mol
Calculated total energy   -36647.937 eV
Gap between HOMO and LUMO   8.727 eV

Element x y z (Å)
C: -0.47 6.60 2.54
C: 0.27 5.35 2.11
O: 1.48 5.27 2.08
N: -0.58 4.34 1.77
C: -0.29 3.05 1.32
C: 1.01 2.58 1.15
C: 1.23 1.29 0.71
C: 0.17 0.44 0.44
N: 0.46 -0.86 -0.01
C: -0.39 -1.85 -0.35
O: -1.60 -1.79 -0.33
C: 0.35 -3.10 -0.84
C: 0.68 -2.94 -2.32
C: 1.45 -4.19 -2.77
O: 2.59 -4.14 -3.16
N: 0.73 -5.35 -2.70
C: -0.27 -5.55 -1.94
N: -1.06 -6.62 -2.11
S: -0.75 -4.54 -0.56
C: -1.14 0.90 0.61
C: -1.35 2.19 1.05
H: -1.10 6.96 1.73
H: -1.09 6.39 3.40
H: 0.26 7.37 2.80
H: -1.57 4.54 1.84
H: 1.85 3.24 1.36
H: 2.25 0.95 0.58
H: 1.45 -1.05 -0.08
H: 1.26 -3.27 -0.26
H: 1.31 -2.07 -2.48
H: -0.24 -2.84 -2.90
H: -1.77 -6.84 -1.43
H: -0.82 -7.28 -2.82
H: -1.97 0.25 0.40
H: -2.37 2.54 1.17

Need the Löwdin charges? In units of e they are: -0.0020, -0.5143, 0.0688, 0.1113, -0.2235, -0.0036, -0.0143, -0.2186, 0.1330, -0.5134, 0.0534, -0.4616, -0.1016, -0.5164, 0.0840, 0.1254, -0.6880, 0.1015, 1.0490, -0.0053, -0.0159, 0.0827, 0.0826, 0.0832, 0.1407, 0.1007, 0.1136, 0.1469, 0.1205, 0.1260, 0.1363, 0.0901, 0.1152, 0.1015, 0.1119

---

6.
# C6H8N2O2

2 unconnected molecules or ions with the total composition C6H8N2O2 (wB97M-V/def2-TZVPD, OMol25).

M   140.142 g/mol
HOMO level   -8.73 eV
Energy above the lowest of the compared OMol25 structures with the same formula, charge and spin   130.9 kJ/mol
Calculated total energy   -13426.016 eV
Gap between HOMO and LUMO   9.269 eV

Element x y z (Å)
C: -1.23 0.52 1.43
C: -0.06 0.61 0.51
C: 1.18 1.28 0.79
N: 1.49 1.89 2.00
C: 1.97 1.11 -0.31
O: 1.31 0.40 -1.26
C: 0.09 0.10 -0.76
C: -0.82 -0.63 -1.58
N: -1.61 -1.17 -2.24
H: -1.64 1.52 1.63
H: -2.02 -0.11 1.01
H: -0.91 0.09 2.40
H: 2.29 2.51 1.96
H: 0.71 2.34 2.46
H: 2.99 1.41 -0.54
O: -1.24 -4.32 -2.65
H: -1.78 -3.58 -2.95
H: -0.74 -3.99 -1.90

Need the Löwdin charges? In units of e they are: -0.0252, -0.1613, -0.2765, 0.1044, -0.0412, 0.0457, -0.2415, -0.1046, 0.1748, 0.0900, 0.0846, 0.0925, 0.0962, 0.0897, 0.1338, -0.0836, 0.0044, 0.0178

---

7.
# C3H8N4O

C3H8N4O in the gas phase (wB97M-V/def2-TZVPD, OMol25).

M   116.124 g/mol
HOMO level   -8.38 eV
Energy above the lowest of the compared OMol25 structures with the same formula, charge and spin   541.2 kJ/mol
Calculated total energy   -11244.015 eV
Gap between HOMO and LUMO   9.376 eV

Element x y z (Å)
C: -2.76 0.06 -0.27
N: -1.39 0.14 0.39
C: -0.54 -0.72 -0.03
N: 0.49 -1.33 0.76
O: 1.73 -1.52 0.07
C: 2.40 -0.46 -0.40
N: 2.16 0.81 -0.40
N: 1.41 1.44 0.54
H: -2.77 -0.54 -1.18
H: -3.57 -0.32 0.38
H: -3.10 1.07 -0.56
H: -0.51 -1.02 -1.06
H: 0.59 -0.91 1.64
H: 3.29 -0.82 -0.90
H: 1.94 2.20 0.94
H: 0.63 1.92 0.09

Need the Löwdin charges? In units of e they are: -0.1223, -0.0066, -0.2502, 0.0526, -0.0469, -0.2242, -0.0514, -0.0431, 0.0570, 0.0725, 0.0641, 0.1235, 0.1037, 0.1204, 0.0756, 0.0753

---

8.
# C9H5Cl3N2OS

C9H5Cl3N2OS in the gas phase (wB97M-V/def2-TZVPD, OMol25).

M   295.578 g/mol
HOMO level   -8.22 eV
Energy above the lowest of the compared OMol25 structures with the same formula, charge and spin   7.2 kJ/mol
Calculated total energy   -62844.242 eV
Gap between HOMO and LUMO   7.274 eV

Element x y z (Å)
O: 2.88 1.84 -1.20
C: 2.02 2.10 -0.35
C: 2.07 3.41 0.43
Cl: 1.09 3.34 1.97
N: 0.91 1.26 -0.18
C: 0.68 0.01 -0.77
S: 1.47 -0.80 -2.13
N: 0.39 -2.13 -2.04
C: -0.46 -1.95 -1.03
C: -1.48 -2.84 -0.75
Cl: -1.69 -4.30 -1.70
C: -2.32 -2.58 0.36
C: -2.09 -1.45 1.16
Cl: -3.03 -1.19 2.59
C: -1.14 -0.51 0.78
C: -0.33 -0.78 -0.30
H: 3.13 3.65 0.69
H: 1.79 4.25 -0.18
H: 0.28 1.54 0.60
H: -3.11 -3.27 0.64
H: -1.06 0.39 1.40

Need the Löwdin charges? In units of e they are: 0.0389, -0.4877, -0.4325, 0.5687, 0.0731, -0.4053, 1.0941, -0.2443, -0.4431, -0.5537, 0.6747, -0.0934, -0.6583, 0.6791, -0.0474, -0.2469, 0.1022, 0.0844, 0.0803, 0.1065, 0.1106

---

9.
# C17H18Cl2FN2O

2 unconnected molecules or ions with the total composition C17H18Cl2FN2O (wB97M-V/def2-TZVPD, OMol25).

Charge   +1
M   356.248 g/mol
HOMO level   -11.50 eV
Energy above the lowest of the compared OMol25 structures with the same formula, charge and spin   9.7 kJ/mol
Calculated total energy   -50703.102 eV
Gap between HOMO and LUMO   6.760 eV

Element x y z (Å)
Cl: -3.10 2.63 1.49
C: -1.70 3.35 2.18
N: -0.52 3.13 1.57
F: -0.43 -0.36 0.17
C: 0.58 3.36 2.28
Cl: 2.05 2.65 1.74
C: 0.58 4.09 3.48
C: -0.65 4.50 4.00
C: -1.82 4.07 3.37
H: 1.53 4.25 3.99
H: -0.70 5.14 4.88
H: -2.81 4.22 3.78
C: -4.68 -1.89 -1.47
C: -4.12 -0.87 -2.26
C: -2.77 -0.54 -2.15
C: -1.93 -1.32 -1.35
C: -0.47 -0.92 -1.14
C: 0.60 -1.94 -1.01
N: 1.85 -1.59 -1.10
C: 2.76 -2.68 -0.74
C: 4.17 -2.21 -0.49
O: 4.56 -1.16 -1.36
C: 3.77 0.01 -1.20
C: 2.29 -0.21 -1.49
C: -2.49 -2.24 -0.46
C: -3.85 -2.56 -0.56
H: -5.75 -2.12 -1.54
H: -4.77 -0.26 -2.90
H: -2.35 0.32 -2.67
H: -0.16 -0.15 -1.85
H: 0.40 -2.88 -0.51
H: 2.38 -3.12 0.19
H: 2.77 -3.44 -1.55
H: 4.30 -1.92 0.56
H: 4.84 -3.03 -0.75
H: 3.87 0.45 -0.19
H: 4.16 0.71 -1.93
H: 2.09 -0.05 -2.57
H: 1.68 0.53 -0.91
H: -1.88 -2.67 0.33
H: -4.29 -3.28 0.14

Need the Löwdin charges? In units of e they are: 0.6923, -0.7360, 0.0350, 0.0092, -0.7398, 0.6691, -0.0839, -0.0452, -0.0908, 0.1025, 0.1202, 0.1092, -0.0574, -0.0567, -0.0228, -0.1747, -0.2199, 0.0960, 0.0157, -0.0840, -0.1706, -0.1005, -0.1618, -0.0489, -0.0356, -0.0626, 0.1219, 0.1126, 0.1195, 0.1450, 0.1609, 0.1457, 0.1579, 0.1413, 0.1409, 0.1293, 0.1413, 0.1577, 0.1337, 0.1164, 0.1179

---

10.
# C22H40BiN8O5P2S2Se2Te2

A molecular structure, C22H40BiN8O5P2S2Se2Te2 (wB97M-V/def2-TZVPD, OMol25).

M   1244.795 g/mol
HOMO level (spin up / spin down)   -4.63 / -6.56 eV
<S²>   0.76
Energy above the lowest of the compared OMol25 structures with the same formula, charge and spin   149.4 kJ/mol
Calculated total energy   -236994.082 eV
Gap between HOMO and LUMO (spin up / spin down)   4.732 / 6.651 eV
Spin multiplicity   2

Element x y z (Å)
Bi: -1.39 1.56 -0.45
N: -1.32 1.06 -4.93
C: -2.36 0.13 -4.81
C: -2.72 0.11 -3.50
N: -1.94 0.99 -2.78
C: -1.06 1.55 -3.66
C: -0.11 2.45 -3.19
N: -0.01 2.71 -1.85
C: 1.02 3.61 -1.68
C: 1.55 3.93 -2.88
N: 0.86 3.18 -3.85
H: -0.77 1.22 -5.75
H: -2.73 -0.42 -5.66
H: -3.48 -0.49 -3.01
H: 1.31 3.96 -0.70
H: 2.35 4.60 -3.14
H: 0.86 3.37 -4.83
C: -3.87 -5.07 1.43
C: -2.50 -4.46 1.60
O: -2.67 -3.09 2.05
P: -1.62 -1.98 1.61
S: -2.24 -0.38 2.73
S: -1.33 -1.88 -0.32
O: -0.30 -2.50 2.37
C: 1.01 -1.99 2.08
C: 2.02 -3.06 2.44
H: -3.79 -6.16 1.35
H: -4.36 -4.68 0.54
H: -4.49 -4.83 2.30
H: -1.95 -4.46 0.66
H: -1.91 -4.99 2.35
H: 1.17 -1.08 2.67
H: 1.07 -1.74 1.03
H: 1.94 -3.32 3.50
H: 3.03 -2.69 2.24
H: 1.84 -3.95 1.84
Se: -0.42 3.09 1.67
Te: -1.17 5.46 1.34
Te: -3.71 4.92 0.62
Se: -3.00 3.52 -1.37
C: 6.92 -1.52 0.59
C: 5.59 -1.24 1.30
N: 5.44 0.15 1.70
C: 6.24 0.61 2.85
C: 7.46 1.44 2.47
C: 4.62 1.08 1.13
O: 4.62 2.24 1.52
C: 3.63 0.66 0.09
C: 3.93 0.03 -1.11
C: 2.89 -0.32 -1.96
C: 1.59 -0.04 -1.59
N: 1.29 0.61 -0.46
C: 2.29 0.96 0.34
H: 6.93 -2.55 0.22
H: 7.76 -1.39 1.27
H: 7.04 -0.84 -0.25
H: 5.52 -1.87 2.19
H: 4.77 -1.51 0.65
H: 6.54 -0.28 3.41
H: 5.59 1.22 3.47
H: 8.15 0.88 1.83
H: 7.99 1.74 3.37
H: 7.14 2.34 1.94
H: 4.96 -0.17 -1.39
H: 3.09 -0.83 -2.90
H: 0.75 -0.33 -2.21
H: 2.03 1.51 1.24
N: -5.83 1.68 -2.35
C: -6.41 1.64 -0.96
P: -5.45 0.25 -0.19
O: -5.90 -0.95 -0.96
O: -4.00 0.65 -0.24
C: -6.07 0.21 1.52
N: -5.42 -0.94 2.18
H: -5.61 0.72 -2.62
H: -4.91 2.21 -2.27
H: -6.42 2.12 -3.05
H: -7.47 1.39 -1.02
H: -6.27 2.60 -0.47
H: -7.16 0.13 1.50
H: -5.78 1.14 2.02
H: -3.59 -0.73 2.53
H: -5.43 -1.75 1.58
H: -5.84 -1.18 3.07

Need the Löwdin charges? In units of e they are: 1.1467, 0.0802, -0.1091, -0.1706, -0.1359, -0.3334, -0.3255, -0.1967, -0.1677, -0.0917, 0.0834, 0.1330, 0.0970, 0.0984, 0.0745, 0.1024, 0.1344, -0.0706, -0.2878, -0.3525, -0.0518, 0.5220, 0.2807, -0.3379, -0.3047, -0.0584, 0.0770, 0.0807, 0.0775, 0.0800, 0.1176, 0.1215, 0.0580, 0.0822, 0.0588, 0.0835, -0.2899, 0.1145, 0.1133, -0.1156, -0.0706, -0.2185, -0.0517, -0.1987, -0.0713, -0.4069, 0.0727, -0.1065, -0.0198, -0.0348, -0.1564, -0.0101, -0.0928, 0.0769, 0.0674, 0.0735, 0.1132, 0.0956, 0.1170, 0.1205, 0.0616, 0.0761, 0.0718, 0.1160, 0.1085, 0.0959, 0.0804, 0.1077, -0.1980, 0.3435, -0.3527, -0.5188, -0.2989, -0.0651, 0.1151, 0.0203, 0.1520, 0.0955, 0.0799, 0.0872, 0.0929, -0.1414, 0.0693, 0.0846